DFT (ωB97M-V/def2-TZVPD) results for C28H39BCeN16O6S2 as an isolated structure at a distorted geometry.

Its charge is -1. The calculation puts the energy relative to the best compared isomer or geometry (same formula, charge and spin) at 0.00 kJ/mol. For the LUMO energy (spin up / spin down), the calculation gives 1.40 / 1.40 eV. Its spin multiplicity is 2. The calculation puts the largest force on an atom at 1.9 eV Å⁻¹. The value obtained for the HOMO-LUMO gap (spin up / spin down) is 0.232 / 0.231 Ha. Its highest occupied orbital energy (spin up / spin down) is -4.926 / -4.884 eV.

Each line ends with the Löwdin charge.
Geometry (Å):
Ce: 0.957 -0.505 -0.141  1.15
N: 2.623 0.829 2.011  0.01
N: 3.445 -0.244 2.415  -0.06
C: 3.361 -0.730 3.669  -0.93
N: 3.889 -1.968 3.830  0.10
S: 2.704 0.143 4.933  0.56
H: 3.231 1.610 1.784  0.10
H: 2.102 1.075 2.853  -0.01
H: 3.671 -0.880 1.661  0.09
H: 3.802 -2.591 3.038  0.08
H: 3.663 -2.390 4.713  0.08
C: 1.650 0.741 -4.802  -0.06
C: 0.346 0.976 -5.213  -0.06
C: -0.693 0.429 -4.486  -0.02
C: -0.414 -0.323 -3.342  -0.23
N: 0.850 -0.517 -2.930  0.07
C: 1.844 -0.012 -3.660  -0.13
C: -1.487 -0.955 -2.541  -0.21
C: -2.613 -1.453 -3.204  -0.06
C: -3.624 -2.072 -2.490  -0.11
C: -3.499 -2.200 -1.114  -0.10
C: -2.368 -1.709 -0.476  -0.14
C: -1.320 -1.054 -1.144  -0.18
H: 2.493 1.150 -5.341  0.10
H: 0.144 1.578 -6.090  0.10
H: -1.719 0.602 -4.780  0.11
H: 2.850 -0.230 -3.319  0.11
H: -2.683 -1.389 -4.285  0.10
H: -4.498 -2.458 -3.003  0.09
H: -4.276 -2.694 -0.540  0.10
H: -2.308 -1.857 0.601  0.08
N: 4.109 1.511 -1.480  0.15
C: 2.883 2.136 -1.473  -0.48
N: 2.650 3.349 -1.953  0.03
N: 1.336 3.539 -1.759  -0.08
N: 0.810 2.500 -1.202  -0.06
N: 1.772 1.579 -0.987  -0.14
C: 4.275 0.172 -1.207  -0.48
N: 5.410 -0.481 -1.417  0.03
N: 5.177 -1.720 -0.963  -0.09
N: 3.974 -1.818 -0.511  -0.06
N: 3.348 -0.619 -0.654  -0.13
H: 4.869 1.974 -1.947  0.14
C: -3.126 6.299 -2.041  -0.12
C: -4.311 6.218 -1.091  -0.29
S: -3.783 5.906 0.606  0.64
O: -4.930 6.027 1.469  -0.32
O: -2.624 6.719 0.888  -0.32
C: -3.255 4.181 0.591  -0.19
C: -2.668 3.886 1.970  -0.14
N: -1.984 2.607 1.991  0.06
C: -0.661 2.428 1.785  -0.30
N: -0.336 1.143 1.806  0.09
C: -1.472 0.458 2.076  -0.03
C: -2.514 1.338 2.190  -0.12
N: -3.874 1.025 2.380  -0.34
O: -4.710 1.909 2.243  0.07
O: -4.139 -0.116 2.702  0.09
C: 0.287 3.553 1.586  0.01
H: -3.436 6.704 -3.003  0.08
H: -2.683 5.318 -2.217  0.08
H: -2.360 6.948 -1.619  0.07
H: -5.010 5.417 -1.336  0.10
H: -4.857 7.158 -1.022  0.10
H: -2.506 4.075 -0.195  0.11
H: -4.132 3.570 0.392  0.10
H: -3.456 3.898 2.717  0.13
H: -1.944 4.662 2.208  0.11
H: -1.481 -0.612 2.201  0.12
H: 0.188 4.294 2.380  0.09
H: 0.126 4.032 0.620  0.07
H: 1.299 3.160 1.589  0.07
C: 1.171 -5.309 -0.755  -0.01
C: 0.600 -4.632 0.485  -0.47
C: -0.856 -5.058 0.665  -0.01
O: 0.598 -3.217 0.253  -0.05
B: 1.090 -2.498 1.356  -0.65
O: 1.532 -3.427 2.297  0.02
C: 1.469 -4.769 1.783  -0.48
C: 0.867 -5.671 2.854  -0.02
C: 2.911 -5.202 1.509  -0.02
H: 0.514 -5.093 -1.599  0.09
H: 1.229 -6.390 -0.619  0.09
H: 2.159 -4.916 -0.991  0.09
H: -1.414 -4.766 -0.225  0.09
H: -1.309 -4.552 1.519  0.09
H: -0.939 -6.137 0.800  0.09
H: -0.074 -5.268 3.225  0.09
H: 1.558 -5.740 3.695  0.09
H: 0.696 -6.676 2.462  0.09
H: 3.393 -4.506 0.821  0.08
H: 2.953 -6.212 1.097  0.09
H: 3.466 -5.190 2.450  0.08



DFT (ωB97M-V/def2-TZVPD) results for a 9-piece molecular cluster, C22H32Br10F4O12 overall at a distorted geometry.

Its charge is 0. The calculation puts the energy relative to the best compared isomer or geometry (same formula, charge and spin) at 6.31 kJ/mol. For the LUMO energy, the calculation gives 0.14 eV. Its structure (SMILES) is O=C1OC[C@@H](F)O1.O=C1OC[C@@H](F)O1.O=C1OC[C@@H](F)O1.O=C1OC[C@@H](F)O1.BrCCBr.BrCCBr.BrCCBr.BrCCBr.BrCCBr. Its spin multiplicity is 1. The calculation puts the largest force on an atom at 4.3 eV Å⁻¹. The value obtained for the HOMO-LUMO gap is 0.377 Ha. Its highest occupied orbital energy is -10.109 eV.

Each line ends with the Löwdin charge.
Geometry (Å):
O: 1.744 3.865 2.478  0.18
C: 1.073 3.995 1.517  -0.52
O: 0.542 5.166 1.057  0.08
C: 0.149 5.015 -0.290  -0.07
C: 0.471 3.580 -0.581  -0.27
F: 1.616 3.547 -1.446  -0.03
O: 0.872 2.998 0.616  0.12
H: -0.912 5.346 -0.404  0.15
H: 0.687 5.761 -0.802  0.11
H: -0.325 3.025 -1.094  0.11
O: -2.372 3.910 -1.991  0.15
C: -2.819 2.802 -2.009  -0.52
O: -3.000 1.976 -0.946  0.02
C: -3.784 0.832 -1.316  -0.06
C: -3.729 0.813 -2.813  -0.29
F: -5.007 0.858 -3.224  0.07
O: -3.206 2.117 -3.149  0.12
H: -3.420 -0.001 -0.773  0.04
H: -4.762 1.153 -1.027  0.14
H: -3.203 -0.022 -3.305  0.15
O: -1.918 -1.888 -4.265  0.19
C: -1.422 -2.707 -3.606  -0.58
O: -2.055 -3.742 -2.980  0.07
C: -1.131 -4.359 -2.145  -0.12
C: 0.256 -3.906 -2.623  -0.33
F: 0.881 -4.739 -3.453  0.10
O: -0.089 -2.780 -3.384  0.08
H: -1.317 -4.070 -1.089  0.05
H: -1.316 -5.436 -2.245  0.15
H: 0.933 -3.574 -1.821  0.14
O: 0.466 -2.243 3.713  0.09
C: 0.770 -1.217 4.268  -0.58
O: 1.163 -0.035 3.717  0.06
C: 1.488 0.873 4.691  -0.08
C: 0.645 0.432 5.923  -0.28
F: -0.510 1.008 5.959  0.10
O: 0.505 -0.994 5.575  0.09
H: 2.554 0.825 4.907  0.15
H: 1.285 1.879 4.544  0.11
H: 1.071 0.343 6.913  0.17
Br: 3.389 -1.212 -1.164  0.63
C: 3.193 -0.436 -2.938  -0.73
C: 3.547 -1.449 -3.973  -0.70
Br: 3.403 -0.585 -5.699  0.65
H: 3.819 0.427 -2.882  0.04
H: 2.118 -0.100 -3.019  -0.01
H: 2.832 -2.264 -4.029  0.04
H: 4.566 -1.771 -3.886  0.05
Br: 1.304 3.123 -4.594  0.66
C: 0.207 4.649 -4.149  -0.69
C: 1.041 5.880 -4.483  -0.65
Br: 0.302 7.489 -3.569  0.57
H: -0.118 4.526 -3.168  -0.02
H: -0.635 4.496 -4.845  0.07
H: 1.026 6.049 -5.605  0.09
H: 2.010 5.843 -3.979  0.03
Br: -3.414 -3.687 5.543  0.62
C: -2.421 -2.075 4.913  -0.67
C: -3.447 -1.226 4.278  -0.62
Br: -2.519 0.368 3.417  0.64
H: -1.641 -2.302 4.232  0.02
H: -2.080 -1.622 5.853  0.06
H: -4.272 -0.935 4.941  0.07
H: -3.814 -1.730 3.360  0.04
Br: -0.181 0.178 -1.710  0.84
C: -0.216 0.096 0.207  -0.65
C: -0.389 -1.321 0.749  -0.62
Br: -2.131 -2.063 0.293  0.76
H: -1.034 0.697 0.580  0.04
H: 0.637 0.500 0.656  0.04
H: -0.398 -1.188 1.788  -0.02
H: 0.396 -2.033 0.443  0.06
Br: 3.757 -3.091 3.801  0.73
C: 3.192 -3.994 2.283  -0.79
C: 2.369 -5.259 2.630  -0.58
Br: 1.454 -5.711 0.898  0.57
H: 4.133 -4.191 1.758  0.06
H: 2.592 -3.266 1.728  0.02
H: 1.598 -5.096 3.416  0.07
H: 2.953 -6.121 2.827  0.03



DFT (ωB97M-V/def2-TZVPD) results for C42H65CdP2Si as an isolated structure.

Its charge is -1. The calculation puts the energy relative to the best compared isomer or geometry (same formula, charge and spin) at 81.74 kJ/mol. For the LUMO energy, the calculation gives 2.61 eV. Its spin multiplicity is 1. The calculation puts the largest force on an atom at 0.7 eV Å⁻¹. The value obtained for the HOMO-LUMO gap is 0.169 Ha. Its highest occupied orbital energy is -1.996 eV.

Each line ends with the Löwdin charge.
Geometry (Å):
Cd: 0.203 -1.923 0.645  1.05
C: 0.882 -2.386 -3.484  -0.27
Si: 0.062 -1.464 -2.036  0.49
C: 0.656 0.350 -2.425  -0.32
C: 0.182 0.944 -3.609  -0.12
C: 0.725 2.107 -4.123  -0.09
C: 1.743 2.754 -3.430  -0.09
C: 2.165 2.244 -2.214  -0.14
C: 1.648 1.050 -1.696  -0.37
P: 2.192 0.277 -0.103  1.03
C: 4.042 0.018 -0.110  -0.43
C: 4.354 -1.408 -0.615  -0.22
C: 4.423 -1.475 -2.140  -0.21
C: 5.528 -0.553 -2.649  -0.21
C: 5.199 0.886 -2.256  -0.20
C: 5.024 1.026 -0.738  -0.19
C: 2.005 1.494 1.305  -0.44
C: 3.076 2.513 1.723  -0.20
C: 2.976 3.878 1.044  -0.21
C: 1.568 4.452 1.211  -0.20
C: 0.530 3.488 0.638  -0.20
C: 0.599 2.126 1.332  -0.21
C: -1.792 -1.410 -2.577  -0.33
C: -2.208 -1.960 -3.803  -0.11
C: -3.549 -2.103 -4.137  -0.10
C: -4.528 -1.710 -3.234  -0.10
C: -4.146 -1.170 -2.014  -0.11
C: -2.800 -1.019 -1.679  -0.40
P: -2.308 -0.251 -0.066  1.03
C: -3.237 1.341 -0.302  -0.44
C: -2.707 2.027 -1.591  -0.19
C: -2.846 3.558 -1.545  -0.20
C: -4.110 3.952 -0.785  -0.21
C: -4.003 3.526 0.693  -0.19
C: -3.088 2.303 0.880  -0.20
C: -3.397 -1.155 1.148  -0.44
C: -3.043 -0.717 2.602  -0.23
C: -3.104 -1.879 3.597  -0.22
C: -4.325 -2.747 3.298  -0.21
C: -4.150 -3.461 1.946  -0.19
C: -3.232 -2.677 0.993  -0.23
H: 0.838 -1.831 -4.429  0.02
H: 0.410 -3.365 -3.630  0.02
H: 1.936 -2.576 -3.258  -0.01
H: -0.624 0.455 -4.153  0.10
H: 0.372 2.505 -5.068  0.10
H: 2.203 3.648 -3.833  0.10
H: 2.922 2.781 -1.660  0.08
H: 4.219 0.007 0.970  0.10
H: 3.594 -2.096 -0.241  0.07
H: 5.321 -1.730 -0.207  0.12
H: 3.464 -1.148 -2.560  0.09
H: 4.596 -2.505 -2.462  0.11
H: 5.625 -0.628 -3.736  0.10
H: 6.487 -0.854 -2.209  0.11
H: 4.280 1.172 -2.766  0.09
H: 5.988 1.567 -2.587  0.11
H: 4.733 2.051 -0.494  0.08
H: 6.004 0.859 -0.273  0.12
H: 1.999 0.738 2.098  0.07
H: 4.077 2.096 1.596  0.09
H: 2.945 2.676 2.800  0.12
H: 3.203 3.797 -0.021  0.08
H: 3.716 4.556 1.478  0.11
H: 1.495 5.424 0.716  0.10
H: 1.369 4.608 2.278  0.11
H: 0.700 3.369 -0.434  0.10
H: -0.470 3.911 0.764  0.09
H: -0.117 1.438 0.874  0.05
H: 0.294 2.251 2.379  0.12
H: -1.458 -2.283 -4.520  0.08
H: -3.832 -2.514 -5.100  0.09
H: -5.578 -1.829 -3.472  0.09
H: -4.918 -0.871 -1.314  0.10
H: -4.299 1.100 -0.422  0.10
H: -3.254 1.637 -2.452  0.11
H: -1.655 1.763 -1.742  0.08
H: -2.876 3.954 -2.563  0.11
H: -1.976 4.005 -1.057  0.10
H: -4.966 3.455 -1.255  0.11
H: -4.286 5.027 -0.856  0.10
H: -5.001 3.293 1.075  0.10
H: -3.620 4.356 1.293  0.10
H: -3.331 1.811 1.821  0.09
H: -2.042 2.617 0.948  0.08
H: -4.437 -0.894 0.923  0.10
H: -3.745 0.057 2.924  0.09
H: -2.034 -0.296 2.635  0.07
H: -3.155 -1.483 4.614  0.10
H: -2.176 -2.454 3.524  0.07
H: -5.216 -2.105 3.268  0.10
H: -4.493 -3.478 4.092  0.10
H: -5.127 -3.610 1.475  0.10
H: -3.716 -4.451 2.109  0.10
H: -3.443 -2.970 -0.034  0.09
H: -2.191 -2.940 1.193  0.05
C: 1.437 -3.003 4.798  -0.12
C: 1.395 -3.106 3.257  -0.82
C: 0.876 -4.498 2.900  -0.14
C: 2.841 -2.983 2.753  -0.13
C: 0.421 -2.014 2.783  -0.34
H: 2.085 -3.773 5.244  0.06
H: 0.427 -3.111 5.198  0.06
H: 1.812 -2.019 5.097  0.06
H: 1.492 -5.289 3.350  0.07
H: 0.874 -4.639 1.815  0.04
H: -0.152 -4.610 3.258  0.06
H: 3.508 -3.722 3.227  0.06
H: 3.231 -1.983 2.972  0.06
H: 2.876 -3.129 1.671  0.03
H: 0.916 -1.041 2.947  -0.10